(1)
C28H44FeN5OSTe as an isolated structure at a distorted geometry, computed with wB97M-V/def2-TZVPD.

```
81
Properties=species:S:1:pos:R:3:forces:R:3
Te 0.95531 -1.03733 -0.90595 1.06 -0.30 0.34
Fe -1.27488 1.15949 -0.63921 -0.97 0.94 0.36
S -1.50714 -0.68020 2.52629 0.00 -0.18 0.58
O 0.36186 0.41524 0.09344 -0.31 -0.14 -0.20
N -3.16285 2.15005 -1.15063 0.39 -0.21 0.30
N -1.43201 2.35302 1.03259 0.08 -0.14 0.10
N -2.49595 -0.32650 -0.61360 0.10 -0.35 0.18
N -0.95268 0.48229 -2.31931 0.48 -0.61 -0.97
N -0.29407 2.62233 -1.34716 0.28 0.42 -0.08
C -3.24788 3.34518 -0.30148 -0.03 0.11 0.14
C -0.25532 3.24672 0.96668 0.27 0.27 -0.18
C -2.42589 -1.14309 -1.70498 -0.02 -0.02 0.03
C 6.50021 -2.96519 1.68473 -0.04 0.05 -0.02
C -2.72995 3.03565 1.09772 -0.15 0.12 -0.16
C -0.00452 3.73049 -0.46629 -0.09 -0.05 0.00
C -1.00896 -1.38650 -3.82651 -0.01 0.02 -0.03
C 5.19854 -2.47130 1.12598 -0.02 0.00 -0.03
C -3.30106 -2.34709 -1.86540 0.01 0.22 -0.03
C -4.27489 1.19193 -0.96074 -0.10 -0.25 0.28
C -1.19010 -3.13370 1.35924 0.08 0.07 0.12
C -0.48777 -2.16886 2.30179 -0.11 0.25 -0.21
C 2.41124 -3.75305 -1.10113 0.01 0.11 0.11
C 0.45554 2.29937 -2.41991 -0.06 -0.16 -0.15
C 4.40850 -3.28672 0.32134 0.01 0.07 0.02
C -1.48243 -0.72929 -2.66249 -0.26 0.04 -0.03
C -0.66349 0.06266 3.97141 -0.28 -0.08 -0.19
C 4.76808 -1.17509 1.37162 -0.03 -0.12 -0.03
C 0.56232 0.43314 -4.18078 0.02 -0.08 -0.02
C 3.57954 -0.67824 0.85127 -0.17 0.22 0.00
C 0.01411 -0.78512 -4.55359 -0.08 0.06 0.09
C 2.78212 -1.52084 0.06506 -0.03 -0.14 -0.12
C 0.05943 1.08262 -3.01948 0.09 0.34 -0.10
C -3.78577 0.03138 -0.08274 -0.08 0.00 -0.21
C 3.23397 0.76063 1.13529 0.04 -0.04 -0.05
C 1.60301 3.13075 -2.89690 -0.19 -0.12 0.08
C 3.21949 -2.83215 -0.21953 -0.21 0.02 -0.05
C -1.68789 0.61681 4.95044 0.10 -0.04 -0.01
H -4.50652 -0.79106 -0.11458 -0.02 0.04 0.09
H 7.33345 -2.45890 1.19453 0.03 -0.02 0.02
H 1.31139 4.17774 -2.99317 0.06 0.02 -0.02
H -5.15008 1.67868 -0.52056 -0.01 0.08 -0.13
H 3.20459 0.93629 2.21190 -0.04 0.02 0.01
H -0.59799 -4.04236 1.24133 -0.02 -0.01 -0.03
H -2.31755 1.37408 4.47956 -0.01 0.04 0.04
H 2.43598 3.07262 -2.19082 0.04 0.06 -0.02
H 5.38081 -0.52324 1.98468 -0.01 0.04 0.00
H -1.32392 1.76180 1.85101 -0.02 -0.10 -0.04
H 2.17260 -3.27343 -2.05509 0.01 -0.15 -0.07
H 2.27549 1.03400 0.70657 0.03 0.09 0.07
H -2.65600 4.13273 -0.76186 0.00 -0.01 -0.02
H -4.27821 3.70674 -0.22111 0.03 0.02 -0.07
H -0.35997 4.10082 1.64355 -0.04 -0.08 0.06
H -3.65960 0.34390 0.95345 -0.13 -0.07 0.05
H -2.80594 -3.10230 -2.47386 -0.02 -0.04 0.00
H 6.61327 -4.03597 1.52926 0.03 -0.01 0.04
H 2.96691 -4.66308 -1.31552 -0.03 0.00 -0.04
H 0.38836 -1.28019 -5.44024 0.01 0.00 -0.02
H -2.66636 3.96290 1.67597 -0.01 -0.06 0.04
H -0.07237 -0.72029 4.44414 0.06 0.02 -0.02
H 0.47796 -1.85514 1.89842 0.09 -0.13 0.11
H 4.73247 -4.29861 0.10883 0.00 -0.01 -0.02
H -2.16894 -3.40481 1.75552 -0.01 -0.04 -0.04
H -4.54824 0.78301 -1.93358 -0.03 0.08 -0.03
H 0.01535 0.84038 3.61491 0.09 -0.02 0.10
H 6.56557 -2.75170 2.75131 0.04 -0.03 0.02
H 1.02743 4.08100 -0.54890 -0.02 0.01 0.03
H 4.00661 1.41268 0.72351 0.01 0.00 0.01
H -1.32983 -2.66944 0.38343 -0.08 -0.06 -0.08
H -0.33962 -2.61866 3.28277 0.04 0.00 -0.01
H 1.47238 -4.03559 -0.61700 -0.01 -0.05 -0.05
H -3.54483 -2.78124 -0.89619 0.00 -0.03 0.00
H -3.43331 2.37150 1.60048 0.02 0.02 0.06
H 0.60382 2.65346 1.27820 -0.05 -0.02 0.04
H 1.34714 0.88711 -4.76582 0.02 -0.01 -0.01
H -2.33544 -0.18278 5.30624 -0.04 0.01 0.00
H -4.23790 -2.08450 -2.36624 -0.04 -0.08 0.01
H -0.65251 4.58076 -0.71041 0.10 0.08 0.09
H 1.95276 2.77801 -3.86284 0.05 0.05 -0.02
H -1.18882 1.06209 5.81133 -0.03 0.09 -0.01
H -1.44458 -2.32312 -4.13948 0.03 -0.02 0.00
H -3.11356 2.43461 -2.12075 0.05 -0.02 0.00
```
Forces are in eV/Å.

Properties
Relative energy (zero: lowest compared OMol25 entry of this formula, charge and spin) in kcal per mole: 14.0
E_LUMO (alpha / beta) in eV: -1.97 / -4.48
Total charge: +1
Orbital gap (alpha / beta) in hartree: 0.227 / 0.230
<S²>: 6.08
2S+1: 5

Mulliken atomic charge list, values in e, 2 entries:
1 Te 1.179
2 Fe -1.808


(2)
C28H45As3FN3O3Pd as an isolated structure at a distorted geometry, computed with wB97M-V/def2-TZVPD.

```
84
Properties=species:S:1:pos:R:3:forces:R:3
Pd -2.38446 -0.44318 0.29488 0.35 0.76 0.90
As -2.25994 1.77651 -0.58671 -0.12 -0.58 -0.90
As -4.70719 -0.31434 0.24928 -0.10 0.18 0.01
As -5.74010 1.83649 -4.73839 0.03 0.00 0.02
F 4.04994 -0.47639 -1.98175 -0.01 0.00 -0.02
O -2.32640 -1.24358 2.28335 -0.49 -0.39 -0.38
O -0.34965 -0.67166 0.18649 0.23 0.27 -0.07
O -1.44827 -0.92001 4.30043 -0.03 -0.04 -0.01
N 8.26840 -2.27684 -0.10527 -0.01 0.01 0.03
N 2.36683 -1.33132 3.17365 0.02 -0.01 0.00
N 6.01090 -1.05599 -0.00249 0.04 -0.01 0.06
C -5.41303 0.37656 1.90655 -0.02 -0.01 0.01
C -5.53490 -2.05175 0.08501 0.04 0.01 0.05
C 4.63226 -0.97605 0.27492 -0.03 -0.04 0.00
C -5.15203 -0.03723 -4.59531 -0.01 0.01 -0.01
C -5.85756 2.51579 -2.86406 -0.04 -0.09 -0.02
C 1.05503 -1.24437 3.44087 -0.06 0.00 0.00
C 1.86571 -0.89873 0.86986 0.05 -0.02 0.03
C 4.17606 -1.18206 1.56564 -0.04 -0.04 -0.01
C 6.96593 -0.45665 0.91556 0.01 0.06 0.00
C -0.59405 1.93464 -1.55908 -0.01 0.10 0.03
C -1.35654 -1.05559 3.09205 0.21 0.05 -0.03
C 8.01755 -1.43572 -1.32163 0.00 -0.01 -0.02
C 6.52196 -1.10264 -1.37003 0.00 -0.04 -0.05
C 2.96155 -2.55946 5.31063 0.00 0.02 -0.03
C -5.52889 0.62633 -1.25466 0.01 -0.01 0.05
C -5.04330 2.03438 -1.64496 0.02 -0.14 -0.02
C 2.32550 -0.69850 -0.43702 0.02 -0.03 0.02
C 8.11088 -1.44807 1.14842 0.00 0.01 0.00
C 2.81031 -1.13693 1.87629 0.00 0.04 -0.03
C -3.54734 2.06667 -2.01429 -0.16 0.15 0.17
C 0.43763 -0.85926 1.16227 -0.06 -0.21 0.05
C -2.23347 3.37538 0.50824 0.10 -0.18 0.13
C 4.04340 -2.86562 4.31966 0.00 0.01 0.01
C -4.00428 2.58246 -5.28817 -0.02 -0.01 0.01
C 3.30682 -1.55695 4.25531 0.01 -0.02 0.04
C 0.06577 -1.04053 2.51472 -0.05 0.04 0.01
C 3.65912 -0.72539 -0.71419 -0.01 0.04 0.03
C -5.36115 2.98730 -0.48991 0.04 0.08 0.00
H 3.23283 -2.31986 6.32774 0.01 0.01 0.00
H -4.79857 1.19842 2.26578 -0.02 0.02 -0.02
H -6.91836 2.43237 -2.61204 0.00 0.01 -0.01
H -3.31035 1.27267 -2.72490 -0.05 0.04 -0.04
H 7.35100 0.48836 0.51471 0.00 -0.02 0.00
H -3.07439 3.43262 1.19091 0.01 -0.02 -0.01
H -5.44316 -0.05791 -2.09831 0.05 -0.04 0.03
H 7.90638 -2.14019 1.96282 -0.01 0.00 -0.01
H 8.33366 -1.98501 -2.20500 -0.01 -0.01 0.01
H -6.61504 -1.90699 0.12365 0.01 -0.03 -0.01
H -5.67371 3.58749 -2.99697 -0.01 0.00 0.01
H -2.25270 4.21857 -0.18204 -0.01 0.02 0.04
H 6.49908 -0.22133 1.86664 0.00 0.00 -0.02
H -5.96201 -0.66969 -4.23371 0.00 0.00 0.01
H 9.05954 -0.94712 1.33221 0.00 0.00 0.00
H -5.04055 4.00589 -0.71657 0.01 0.00 0.01
H -6.43697 3.01097 -0.30944 0.00 0.02 -0.02
H 7.57754 -3.02914 -0.08524 0.01 -0.01 0.00
H -3.98176 3.65148 -5.07625 0.00 0.00 0.00
H 5.07182 -2.84761 4.65310 0.01 0.00 0.00
H -6.59038 0.67392 -0.99119 0.00 0.03 -0.06
H 9.19195 -2.70875 -0.13604 0.01 0.01 0.00
H 5.99208 -1.88041 -1.91887 0.00 0.03 -0.01
H -3.92076 2.45686 -6.36683 0.00 0.00 0.00
H -6.44435 0.69943 1.77280 0.00 0.00 0.01
H 4.87670 -1.42120 2.35120 0.00 0.01 -0.01
H -5.36146 -0.42619 2.64008 0.02 -0.01 -0.01
H -5.26011 -2.51822 -0.85852 0.01 0.02 0.00
H -3.31801 3.01934 -2.49930 0.03 0.01 0.07
H -4.92144 -0.35307 -5.61297 0.00 0.00 0.00
H -0.59422 2.86114 -2.13329 0.01 -0.01 0.00
H -3.15069 2.09786 -4.81683 0.01 0.00 0.00
H 1.61749 -0.50865 -1.23131 -0.01 0.01 0.00
H -4.88513 2.68222 0.44361 -0.03 -0.02 0.00
H 0.75705 -1.35251 4.47529 0.01 0.00 0.00
H -1.30832 3.38976 1.08151 0.01 -0.01 -0.02
H 0.23647 1.93876 -0.85651 0.00 -0.02 0.02
H 6.40210 -0.16545 -1.91978 0.02 0.00 0.02
H 3.82769 -0.65766 4.56139 0.00 0.00 0.00
H -5.22150 -2.68347 0.91369 0.03 0.02 0.00
H -0.49373 1.07929 -2.22359 -0.02 0.01 -0.01
H 3.81475 -3.59973 3.55874 -0.01 0.01 -0.01
H 8.64692 -0.55407 -1.21674 -0.01 0.00 -0.02
H 2.03397 -3.10375 5.20622 -0.01 0.00 0.00
H -4.26037 -0.18713 -3.98602 0.00 0.00 0.00
```
Forces are in eV/Å.

Properties
E_LUMO in eV: -5.05
Total charge: +2
Orbital gap in hartree: 0.261
2S+1: 1

Mulliken atomic charge list, values in e, 2 entries:
1 Pd -0.157
2 As 0.982


(3)
A 2-piece molecular cluster, C28H45BF3N2O6S overall at a distorted geometry, computed with wB97M-V/def2-TZVPD.

```
86
Properties=species:S:1:pos:R:3:forces:R:3
S -6.00970 -0.60823 -2.73607 -0.20 0.15 0.27
F 3.34952 3.97840 -1.84300 0.05 -0.95 -1.11
F 3.82883 2.02665 -2.77850 -0.81 1.36 -0.45
F 3.01837 3.74898 -4.01449 0.70 -1.04 0.99
O -7.30956 -1.22851 -2.83285 0.21 -0.21 -0.09
O -1.52485 -0.54061 0.01334 0.90 -0.21 -1.73
O 0.27588 -1.50491 1.22654 0.39 -0.06 -1.08
O 3.87099 2.05146 5.67967 0.14 -0.30 -0.55
O 1.33767 1.26759 -2.67739 -0.93 0.70 0.34
O -4.79134 -1.37645 -2.73553 -0.47 -0.15 -0.32
N 3.15732 2.90635 3.68051 0.50 -0.60 -1.06
N -1.84047 -2.96622 -2.77011 -0.15 -0.06 0.25
C 1.45781 2.68151 -2.54057 0.42 -1.14 -0.26
C 4.21798 -1.14219 -0.87514 -0.19 -1.80 -0.79
C 4.51254 -3.33644 -2.04378 -1.07 1.13 0.97
C -2.14889 -1.23272 2.27877 -1.64 -1.31 1.69
C 3.19401 -3.74558 -1.60874 0.65 1.87 0.66
C -1.73006 -1.86015 3.63512 -0.33 -0.39 -0.68
C 1.11147 1.35483 3.67718 -0.22 -0.07 0.85
C -0.08146 -0.65775 -2.06571 -0.71 0.50 -0.40
C 4.10773 3.53956 2.73747 0.71 0.51 -0.67
C 2.89842 -1.57684 -0.42189 0.96 -0.47 -0.71
C -2.12824 -2.15507 -1.55828 0.36 -0.63 -0.25
C -5.29350 1.73926 -1.82329 0.13 0.03 -0.11
C 4.50944 0.63636 3.81730 -0.87 0.96 -0.33
C -0.07462 -2.32037 0.11371 -1.62 -1.52 0.30
C -5.98873 0.48004 -1.32072 0.11 0.31 0.31
C 2.34618 -2.85922 -0.78606 1.95 -0.39 -0.84
C 3.83272 1.89276 4.48487 0.32 -0.22 0.44
C -0.77549 -2.87097 3.83478 -0.06 0.29 0.39
C -0.38850 1.36330 3.18220 0.65 1.33 -0.46
C -5.87363 2.00791 -3.21651 -0.05 0.13 0.06
C 0.94189 -3.39690 -0.39368 0.39 0.96 -0.42
C 2.03822 2.34993 2.89111 -1.33 -0.75 -0.49
C 2.96266 3.06011 -2.81970 -1.14 1.08 0.85
C 5.04127 -2.00741 -1.69872 -2.05 -1.05 0.60
C 0.49392 0.72058 -1.62122 0.51 -0.94 0.55
C -0.55775 0.98163 1.65552 0.15 0.14 1.62
C -0.87444 -1.41705 -0.94031 -1.22 0.13 1.54
C -5.87301 0.67842 -3.97756 0.01 0.44 -0.34
B -0.89459 -0.61541 1.38572 -0.38 0.92 -1.19
H 4.61815 -0.13757 -0.60199 -0.56 -0.93 -0.18
H 1.09597 1.64091 4.76967 0.14 -0.12 -1.01
H 6.04563 -1.70418 -2.07088 -0.96 -0.19 0.43
H -2.59165 -2.85019 -0.79872 0.60 0.88 -0.41
H -5.46632 0.00151 -0.49316 -0.01 -0.14 -0.11
H 5.17681 3.47488 3.08130 -1.04 0.08 -0.04
H -5.45373 2.58083 -1.14858 0.03 -0.06 -0.01
H 0.81158 3.18803 -3.30950 0.64 -0.20 0.81
H 4.08619 3.07739 1.70579 -0.03 0.21 0.94
H 0.21615 -2.57706 4.28255 -1.57 -0.73 1.26
H -2.84259 -0.37174 2.50644 0.40 -0.81 -0.16
H 4.29319 0.69278 2.71473 0.33 -0.45 1.01
H 2.32447 -0.88015 0.22345 0.30 -0.79 -0.48
H -2.27931 -1.49154 4.55012 1.90 1.26 -0.60
H -6.89903 2.37635 -3.11933 0.04 -0.03 0.00
H -0.32619 1.42519 -1.32473 0.58 -0.66 -0.43
H 2.38336 1.79989 1.95978 -0.03 0.59 0.82
H 0.68567 -1.32326 -2.54087 -0.36 0.72 0.56
H 1.39754 3.19613 2.51399 0.70 -0.59 0.43
H -0.89836 -3.95320 3.59503 0.69 1.20 -1.65
H -0.91549 -2.97094 0.51834 0.62 0.45 -0.61
H -2.33107 -2.63575 -3.59547 0.42 -0.01 0.22
H -5.30259 2.76783 -3.75208 -0.04 -0.05 0.01
H 0.37702 1.28628 1.11772 -0.71 -0.23 0.35
H 1.17757 2.97209 -1.49891 0.39 0.13 -0.85
H 3.87677 4.62999 2.57759 0.07 -1.02 0.36
H 1.16498 0.59430 -0.73401 -0.68 0.09 -0.54
H -4.21606 1.56658 -1.89854 -0.04 -0.02 0.09
H -1.38633 1.62649 1.24093 0.65 -0.81 0.27
H -2.91781 -1.41427 -1.82346 1.05 -0.42 0.43
H -1.03172 0.78276 3.88923 0.56 0.17 -0.73
H -7.02416 0.68539 -1.04401 0.01 -0.09 -0.06
H 0.49400 -3.83601 -1.33350 0.34 0.40 0.90
H 1.55534 0.31807 3.65532 -0.50 0.87 -0.19
H -2.75221 -1.93623 1.62607 0.78 0.54 0.40
H 2.80336 -4.75439 -1.87916 0.39 0.93 0.19
H 5.60924 0.65806 3.99801 -0.88 -0.05 -0.06
H 1.00771 -4.26453 0.32137 0.12 1.04 -0.46
H -6.71428 0.60555 -4.66512 0.07 -0.19 0.04
H -4.93824 0.52721 -4.51745 -0.03 -0.12 0.09
H 5.10700 -4.05711 -2.64674 -0.40 0.75 0.48
H -0.83081 -0.43422 -2.88351 0.73 -0.22 0.68
H 4.03730 -0.26302 4.28879 0.56 0.72 -0.55
H -0.84833 -3.10811 -2.93382 -0.39 0.22 -0.18
H -0.72474 2.44236 3.28333 0.32 -0.95 0.18
```
Forces are in eV/Å.

Properties
Relative energy (zero: lowest compared OMol25 entry of this formula, charge and spin) in kcal per mole: 81.0
E_LUMO in eV: 2.15
Total charge: -1
Orbital gap in hartree: 0.220
2S+1: 1

Mulliken atomic charge list, values in e, 2 entries:
1 S 1.040
2 F -0.303


Number 1: M 682.2 g/mol. Number 2: M 821.9 g/mol. Number 3: M 605.5 g/mol.